Entry 1:
{
  "formula": "C3HI3O3",
  "method": "ωB97M-V/def2-TZVPD",
  "total_energy_ev": -33570.9840,
  "largest_force_ev_per_a": 6.2,
  "orbital_gap_ev": 8.54,
  "lumo_energy_ev": -0.808,
  "species": ["C", "C", "C", "O", "O", "O", "I", "I", "I", "H"],
  "coordinates": [[0.069209, 2.318600, 0.268449], [0.356881, -0.876814, -0.542087], [-0.542297, -0.680958, 0.586916], [0.114133, 3.268370, 0.875286], [0.038082, 1.416478, -0.441237], [-0.266559, -0.695579, 1.720575], [2.395018, -0.555380, 0.018449], [0.148740, -3.098598, -0.841198], [-2.561774, -0.555964, -0.185176], [0.248567, -0.540158, -1.459978]],
  "atomic_forces_ev_per_a": [[0.057, -0.438, -1.254], [2.660, -4.396, 3.397], [-1.093, -0.237, -0.861], [0.074, 2.354, 2.072], [-0.259, -0.141, -0.882], [-0.049, 0.247, 1.215], [0.143, 0.048, -0.060], [0.047, 0.628, -0.040], [-0.418, 0.117, 0.237], [-1.162, 1.819, -3.825]]
}

***

Entry 2:
{
  "formula": "C3O",
  "method": "ωB97M-V/def2-TZVPD",
  "total_energy_ev": -5151.7624,
  "largest_force_ev_per_a": 12.9,
  "orbital_gap_ev": 9.69,
  "lumo_energy_ev": -2.202,
  "species": ["C", "C", "C", "O"],
  "coordinates": [[-0.130781, -1.808322, 0.640721], [-0.168730, -0.653011, 0.124189], [0.119978, 0.545859, -0.189482], [0.179533, 1.915474, -0.575428]],
  "atomic_forces_ev_per_a": [[-0.038, -0.734, 0.281], [0.427, 0.266, -0.074], [-0.255, 12.415, -3.606], [-0.133, -11.947, 3.400]]
}

***

Entry 3:
{
  "formula": "C31H41F6N8OY",
  "method": "ωB97M-V/def2-TZVPD",
  "total_energy_ev": -64131.3214,
  "largest_force_ev_per_a": 2.1,
  "orbital_gap_ev": 7.33,
  "lumo_energy_ev": 0.183,
  "species": ["Y", "C", "C", "N", "C", "C", "C", "C", "C", "C", "C", "N", "C", "C", "N", "N", "H", "H", "H", "H", "H", "H", "H", "H", "H", "H", "H", "H", "H", "H", "H", "H", "H", "H", "C", "C", "O", "C", "F", "F", "F", "C", "F", "F", "F", "H", "H", "H", "N", "C", "C", "N", "C", "C", "N", "H", "H", "H", "H", "H", "C", "C", "C", "C", "C", "C", "C", "C", "N", "H", "H", "H", "H", "H", "H", "C", "C", "C", "C", "H", "H", "H", "H", "H", "H", "H", "H", "H"],
  "coordinates": [[1.071700, -0.403200, 0.173300], [-2.476100, 0.730200, 1.432400], [-2.347200, 1.068600, -0.054200], [-1.464800, 0.167900, -0.788800], [-2.095400, -1.109600, -1.099200], [-2.180500, -1.975700, 0.130700], [-3.320000, -2.728900, 0.386800], [-3.373600, -3.490100, 1.541700], [-2.297700, -3.448700, 2.411900], [-1.187700, -2.676200, 2.075200], [0.015600, -2.635600, 2.990200], [0.754600, -1.379300, 2.904400], [0.208700, -0.365400, 3.805400], [-1.199300, 0.061700, 3.389000], [-1.174400, 0.498000, 2.011900], [-1.129600, -1.979700, 0.946800], [-3.080100, -0.176100, 1.563800], [-3.019300, 1.555800, 1.923600], [-1.918300, 2.065800, -0.154700], [-3.359400, 1.072800, -0.490900], [-1.218800, 0.667600, -1.652100], [-1.484400, -1.636500, -1.841700], [-3.113400, -0.980100, -1.506000], [-4.148900, -2.717400, -0.303200], [-4.245300, -4.086700, 1.769500], [-2.314500, -4.009600, 3.334200], [0.673200, -3.462600, 2.703300], [-0.320000, -2.835000, 4.021500], [1.720700, -1.552900, 3.178000], [0.867600, 0.501900, 3.756700], [0.178000, -0.724000, 4.848200], [-1.552500, 0.841000, 4.088900], [-1.892900, -0.783900, 3.473000], [-0.577800, 1.323300, 1.930800], [1.957200, 3.232000, 3.279500], [2.328600, 2.405000, 2.028100], [1.325300, 1.707800, 1.493300], [3.529600, 1.456500, 2.405400], [4.729800, 1.860500, 1.989300], [3.632500, 1.254000, 3.730100], [3.357500, 0.202600, 1.881200], [2.866600, 3.415000, 0.972800], [3.268600, 2.789700, -0.140700], [1.892000, 4.261600, 0.605600], [3.881800, 4.190300, 1.388800], [1.500500, 2.578600, 4.015900], [1.233200, 3.987300, 2.987300], [2.836100, 3.707500, 3.706900], [-2.436700, 4.863600, -4.694400], [-1.650500, 4.345800, -3.717500], [-1.727100, 2.999500, -3.315600], [-0.978300, 2.530500, -2.342100], [-0.107100, 3.358800, -1.766800], [0.023500, 4.663400, -2.213000], [-0.742500, 5.158000, -3.172500], [-3.268000, 4.379300, -4.979800], [-2.398500, 5.860600, -4.818100], [-2.414100, 2.299100, -3.773200], [0.467500, 2.955100, -0.948900], [0.751000, 5.343100, -1.796500], [1.911700, -2.811600, -0.167900], [1.280800, -3.480000, -1.288500], [-0.024300, -4.012100, -1.184300], [-0.687000, -4.563100, -2.250600], [-0.044400, -4.675700, -3.489300], [1.278900, -4.228800, -3.604900], [1.915200, -3.647600, -2.538100], [-0.671600, -5.270300, -4.592300], [-1.152100, -5.769900, -5.510900], [3.000100, -2.775500, -0.270700], [1.641300, -3.304500, 0.766800], [-0.517200, -3.983100, -0.224800], [-1.707900, -4.909600, -2.143500], [1.791000, -4.351200, -4.550500], [2.945300, -3.338500, -2.657100], [4.283200, 0.212500, -1.639600], [3.106000, -0.245100, -2.499000], [3.357900, 0.179200, -3.951900], [1.757300, 0.296900, -1.984700], [5.198600, -0.281600, -1.962100], [4.112600, -0.031100, -0.588900], [4.428300, 1.286600, -1.728500], [3.079700, -1.337200, -2.487300], [3.332600, 1.263200, -4.039000], [2.599900, -0.242100, -4.610100], [4.334700, -0.166200, -4.290400], [1.830300, 1.390800, -2.053900], [1.009000, 0.012700, -2.742100]],
  "atomic_forces_ev_per_a": [[-1.441, 0.369, 1.464], [-0.088, 0.026, -0.136], [-0.072, 0.092, 0.458], [0.558, -0.174, -0.245], [0.081, -0.107, -0.004], [-0.446, -0.246, -0.078], [0.122, -0.025, 0.054], [0.170, 0.057, 0.001], [0.032, 0.070, -0.140], [-0.074, -0.220, 0.155], [0.035, -0.172, -0.046], [0.427, -0.203, -0.092], [-0.234, 0.247, 0.190], [0.296, -0.038, 0.117], [0.254, 0.647, -0.098], [0.445, 0.109, -0.392], [0.034, 0.128, 0.060], [-0.026, -0.131, -0.068], [-0.136, 0.012, 0.025], [0.143, 0.120, -0.028], [0.028, -0.121, 0.192], [-0.067, 0.058, -0.034], [0.232, -0.024, -0.011], [-0.072, 0.063, -0.099], [-0.035, -0.039, 0.012], [0.050, -0.007, 0.105], [0.016, 0.104, 0.030], [0.047, -0.001, -0.148], [-0.192, 0.009, -0.072], [-0.019, -0.039, 0.042], [0.022, 0.041, -0.138], [0.026, -0.169, -0.100], [0.022, 0.123, 0.053], [-0.012, 0.002, 0.031], [-0.021, -0.241, -0.377], [0.844, 0.584, 0.152], [-0.739, -1.287, -0.750], [0.177, -0.298, 0.119], [0.034, -0.002, -0.007], [-0.124, -0.018, 0.122], [-0.197, 0.012, -0.234], [0.066, 0.081, -0.186], [0.053, -0.109, -0.075], [-0.345, 0.083, -0.008], [0.048, -0.009, 0.191], [0.010, -0.034, 0.098], [-0.032, 0.059, -0.023], [-0.008, 0.088, 0.103], [-0.225, 0.068, -0.310], [0.544, -0.130, 0.308], [-0.166, 0.124, -0.047], [0.086, 0.159, -0.182], [0.070, 0.023, 0.070], [-0.061, -0.225, 0.123], [-0.384, 0.056, -0.317], [0.015, 0.053, 0.006], [-0.051, -0.024, -0.017], [-0.129, 0.059, -0.163], [0.224, 0.078, 0.092], [0.133, -0.029, 0.172], [0.180, 0.593, 0.284], [-0.178, -0.256, -0.307], [0.186, 0.168, 0.195], [0.035, -0.111, -0.427], [0.557, 0.497, 0.871], [-0.333, -0.100, -0.136], [0.107, 0.128, 0.239], [-0.484, -0.474, -0.844], [-0.122, -0.022, -0.076], [-0.007, -0.021, 0.052], [0.058, 0.010, 0.143], [-0.026, -0.032, 0.050], [0.036, -0.102, 0.020], [0.028, 0.001, 0.007], [-0.006, 0.021, 0.052], [-0.278, -0.274, -0.131], [-0.070, 0.275, -0.233], [0.053, -0.318, 0.246], [0.313, -0.179, -0.092], [0.148, -0.016, 0.062], [0.139, 0.035, 0.128], [0.000, 0.132, 0.068], [0.016, 0.046, 0.075], [-0.033, 0.176, -0.015], [-0.080, 0.024, -0.092], [0.124, -0.029, -0.138], [-0.135, 0.102, 0.031], [-0.178, 0.044, 0.045]]
}

***

Entry 4:
{
  "formula": "C19H43N2OP3SeY",
  "method": "ωB97M-V/def2-TZVPD",
  "total_charge": 3,
  "total_energy_ev": -119660.0284,
  "largest_force_ev_per_a": 3.1,
  "orbital_gap_ev": 7.02,
  "lumo_energy_ev": -9.775,
  "species": ["Y", "P", "P", "P", "H", "C", "C", "H", "C", "C", "C", "C", "C", "C", "C", "C", "C", "H", "H", "H", "H", "H", "H", "H", "H", "H", "H", "H", "H", "H", "H", "H", "H", "H", "H", "H", "H", "H", "H", "H", "H", "H", "H", "H", "H", "H", "C", "C", "C", "C", "C", "C", "Se", "H", "H", "H", "H", "H", "H", "C", "N", "C", "N", "O", "H", "H", "H", "H", "H", "H"],
  "coordinates": [[0.526150, -0.541677, 0.206536], [-1.618321, -0.548423, 2.197505], [1.424788, -3.077874, -0.259638], [-1.962838, -0.851962, -1.163081], [-0.041238, 4.040379, 0.054860], [-1.117247, 3.866246, 0.076382], [-1.714451, 3.535232, 1.237556], [-1.156381, 3.464338, 2.167399], [-1.147435, 0.081216, 3.871187], [-1.872438, -2.311850, 2.682463], [-3.373208, -0.042180, 2.251625], [2.306425, -3.104541, -1.873363], [2.588998, -3.465535, 1.099661], [0.083412, -4.320705, -0.331591], [-3.146211, 0.521061, -1.316899], [-3.085395, -2.221306, -0.738559], [-1.649043, -1.214240, -2.936447], [-1.713065, 3.916216, -0.832450], [-2.760680, 3.237324, 1.265932], [-0.989962, 1.171606, 3.860921], [-0.228148, -0.385686, 4.265188], [-1.996527, -0.152845, 4.539210], [-0.931784, -2.820174, 2.933755], [-2.354630, -2.887574, 1.883778], [-2.523954, -2.312466, 3.567335], [-3.497208, 1.033153, 2.092819], [-3.740940, -0.293857, 3.254249], [-3.996777, -0.559946, 1.519497], [2.966597, -3.986908, -2.028955], [2.902588, -2.174719, -1.997358], [1.587996, -3.059985, -2.715145], [3.358809, -4.190893, 0.792759], [2.108445, -3.841670, 2.020506], [3.095680, -2.533420, 1.409157], [0.410717, -5.378449, -0.425150], [-0.584551, -4.096341, -1.181530], [-0.567319, -4.232074, 0.557375], [-3.715093, 0.321280, -2.241328], [-2.622166, 1.485753, -1.391073], [-3.815723, 0.572734, -0.446218], [-3.738154, -2.386857, -1.609297], [-3.689354, -1.980023, 0.144462], [-2.514690, -3.136253, -0.523840], [-2.621311, -1.243643, -3.454227], [-1.096823, -2.160005, -3.054905], [-1.020863, -0.415149, -3.363093], [1.549794, 2.101358, -3.400769], [1.113389, 3.373547, -3.043812], [1.150949, 4.447449, -3.965533], [1.707943, 4.288119, -5.235804], [2.214588, 3.025129, -5.549078], [2.178140, 1.947980, -4.641754], [1.209031, 0.380685, -2.214704], [1.555363, 0.886851, -0.712031], [0.701546, 3.539968, -2.046087], [0.747663, 5.428916, -3.723766], [1.776214, 5.115256, -5.944752], [2.645540, 2.881082, -6.536194], [2.610080, 0.980859, -4.912915], [3.035199, 2.573688, 2.996109], [2.837712, 1.200616, 3.532559], [2.222419, 0.178110, 2.938482], [1.961448, -0.931799, 3.675280], [1.839898, 0.225543, 1.710798], [3.476426, 2.521826, 1.982813], [3.749928, 3.079863, 3.680936], [2.080965, 3.153637, 3.006790], [3.042200, 1.067916, 4.509703], [1.497696, -1.721074, 3.216966], [2.339181, -1.062816, 4.608763]],
  "atomic_forces_ev_per_a": [[-2.112, -0.311, 1.254], [-0.169, -0.422, 1.595], [-0.116, -0.749, -0.376], [-0.442, -0.270, -0.672], [-0.309, 0.320, -0.138], [-0.483, -0.728, 1.111], [0.536, -0.402, -0.962], [-0.070, 0.150, -0.065], [0.166, 0.237, 0.125], [0.145, -0.193, -0.256], [-0.301, 0.380, -0.394], [0.515, 0.117, -0.469], [0.496, 0.011, 0.289], [-0.395, -0.476, 0.036], [0.063, 0.451, 0.031], [0.033, -0.365, 0.062], [0.267, 0.116, -0.042], [0.311, 0.131, 0.021], [0.070, 0.412, 0.057], [-0.143, -0.332, -0.012], [-0.608, 0.171, -0.249], [0.500, 0.167, -0.178], [-0.156, 0.126, 0.039], [0.037, 0.138, 0.195], [0.200, -0.124, -0.217], [0.083, -0.130, 0.068], [0.065, 0.058, -0.250], [0.147, 0.049, 0.129], [-0.478, 0.521, 0.269], [-0.109, -0.676, 0.317], [0.076, -0.222, 0.562], [-0.290, 0.195, 0.112], [-0.126, -0.058, -0.591], [0.008, -0.354, -0.333], [0.003, 0.709, 0.073], [0.481, -0.055, 0.121], [0.466, -0.091, -0.165], [0.026, 0.290, 0.479], [-0.214, -0.276, -0.127], [0.178, -0.066, -0.377], [0.066, -0.070, 0.412], [0.103, -0.118, -0.357], [-0.311, 0.200, -0.167], [0.472, -0.167, 0.025], [-0.336, 0.195, -0.039], [-0.527, -0.285, -0.008], [0.328, 0.675, -0.614], [-0.916, 0.249, 0.661], [0.294, -0.370, 0.046], [0.016, -0.891, 0.666], [0.088, -0.076, 0.108], [-0.164, -0.930, 0.005], [1.286, 2.784, -0.015], [0.899, 0.907, -2.645], [-0.024, 0.061, -0.409], [0.080, -0.320, 0.411], [-0.141, -0.317, 0.238], [0.089, -0.219, 0.251], [-0.150, 0.382, -0.135], [0.087, 0.105, 0.106], [-0.489, -0.179, -0.501], [0.233, 0.521, 0.693], [0.100, -0.193, -0.672], [0.098, -0.177, 0.665], [-0.323, 0.077, 0.601], [-0.476, -0.376, -0.595], [0.709, -0.556, -0.114], [0.130, 0.111, 0.105], [0.570, 0.552, 0.510], [-0.142, -0.023, -0.304]]
}

***

Entry 5:
{
  "formula": "C2H6F2N2O2",
  "method": "ωB97M-V/def2-TZVPD",
  "total_energy_ev": -14680.3021,
  "largest_force_ev_per_a": 5.3,
  "orbital_gap_ev": 10.17,
  "lumo_energy_ev": 0.721,
  "species": ["C", "C", "N", "N", "O", "O", "F", "F", "H", "H", "H", "H", "H", "H"],
  "coordinates": [[0.283469, 0.226028, -0.716938], [-0.141549, 0.474538, 0.699994], [-0.628999, -0.534613, -1.453090], [-0.345417, -1.281183, 1.391075], [1.542146, -0.244983, -0.720498], [0.769993, 1.149719, 1.366711], [0.254689, 1.658228, -1.236153], [-1.386736, 0.977101, 0.836021], [-0.322605, -0.787073, -2.356960], [-1.589977, -0.381922, -1.235629], [0.276639, -1.733949, 0.736505], [-1.327818, -1.497902, 1.230377], [2.125124, 0.479982, -0.726862], [0.491042, 1.496031, 2.185446]],
  "atomic_forces_ev_per_a": [[-2.008, 1.637, -0.800], [-1.631, -4.457, 2.261], [1.411, 0.260, 1.619], [0.838, 4.303, -0.428], [-0.595, -1.636, -1.112], [1.383, -0.118, -1.468], [0.707, -1.427, 0.199], [-0.114, 0.241, -0.218], [-0.085, -0.125, -0.889], [-0.340, 0.107, -0.323], [-0.355, -0.586, -0.135], [0.332, -0.076, -0.485], [1.321, 1.548, 0.188], [-0.865, 0.330, 1.590]]
}

***

Entry 6:
{
  "formula": "C10H16",
  "method": "ωB97M-V/def2-TZVPD",
  "total_charge": -1,
  "spin_multiplicity": 2,
  "s_squared": 0.76,
  "total_energy_ev": -10627.6325,
  "largest_force_ev_per_a": 1.6,
  "orbital_gap_ev": [2.88, 7.26],
  "lumo_energy_ev": [3.824, 3.665],
  "species": ["C", "C", "C", "H", "H", "H", "H", "H", "H", "H", "H", "C", "C", "C", "C", "C", "C", "C", "H", "H", "H", "H", "H", "H", "H", "H"],
  "coordinates": [[-1.149236, 3.186216, 0.342238], [-0.538402, 2.278118, -0.765201], [-1.045117, 2.585476, 1.735920], [-0.735112, 4.193516, 0.293959], [-2.188586, 3.329910, 0.051356], [-1.243166, 2.328194, -1.606227], [-1.620910, 1.663744, 1.768655], [-0.020353, 2.437997, 2.036806], [-0.567616, 1.282475, -0.361443], [0.399072, 2.471777, -1.285209], [-1.499472, 3.285886, 2.426585], [0.440062, -3.314861, 1.436235], [1.174666, -1.153811, 0.417243], [0.579004, -2.441527, 0.234531], [1.479088, -0.283940, -0.674702], [0.066631, -2.699092, -1.017267], [0.865358, -0.564851, -1.881572], [0.192126, -1.793776, -2.096993], [1.496208, -0.859023, 1.413357], [2.214403, 0.513413, -0.654987], [1.363952, -3.850385, 1.673440], [-0.337801, -4.059378, 1.315441], [-0.309574, -3.696544, -1.250067], [0.896055, 0.062230, -2.775463], [-0.049994, -2.182841, -3.078313], [0.138715, -2.718922, 2.301674]],
  "atomic_forces_ev_per_a": [[0.797, 0.108, -1.010], [-1.477, 0.482, -0.354], [-0.593, 0.662, -0.442], [0.246, 0.121, 0.208], [-0.263, -0.091, 0.319], [-0.020, -0.368, 0.055], [0.265, -0.238, 0.137], [0.324, -0.326, 0.044], [0.311, -0.604, -0.286], [0.418, 0.295, 0.914], [-0.136, 0.107, 0.454], [-0.070, -0.304, -0.061], [0.645, 0.333, 0.761], [-0.274, 1.322, -0.606], [-0.710, -0.776, -0.988], [0.575, -1.091, 0.200], [0.311, -0.688, -0.785], [-0.364, 0.192, 0.469], [0.121, -0.148, 0.042], [-0.315, 0.290, 0.481], [0.047, 0.120, 0.119], [-0.201, -0.300, -0.216], [-0.201, 0.044, 0.215], [0.571, 0.255, 0.308], [-0.179, 0.470, -0.112], [0.172, 0.135, 0.134]]
}